DFT (wB97M-V/def2-TZVPD) results for a cluster of 2 separate species, C14H27N2O5 in total.

```
48
Properties=species:S:1:pos:R:3:forces:R:3:nbo_charge:R:1
N -3.237109 1.079227 -7.887568 -0.5 -1.3 1.3 -0.8239
C -2.272327 0.170665 -7.138612 0.0 -0.4 1.4 -0.2188
C -0.880879 0.962466 -6.660088 -0.8 0.6 0.9 -0.4641
C -0.835685 0.769731 -5.004677 1.0 -3.3 -0.3 -0.0813
C -0.688021 -0.602167 -4.446944 -0.8 4.0 -0.2 0.2006
O -0.575163 -1.855666 -5.208837 -0.1 2.7 3.5 -0.6457
C -0.746928 -0.277221 -2.841134 1.1 -3.2 3.3 0.7456
O -0.345969 -0.973793 -1.774814 -2.8 4.7 -6.9 -0.5722
O -1.430215 1.047602 -2.693269 3.0 0.0 -0.8 -0.5335
C -0.972368 1.886925 -3.812544 0.9 3.2 -2.7 0.7671
O -0.751081 3.199317 -3.924315 -1.9 -9.2 1.6 -0.4940
H -3.653785 1.689470 -7.129785 0.6 -0.7 -1.3 0.3502
H -4.045270 0.436914 -8.146151 1.3 1.2 0.2 0.3626
H -2.859310 -0.177359 -6.159142 1.6 0.4 -1.9 0.1697
H -1.964495 -0.796721 -7.720884 -0.8 2.1 0.8 0.2177
H 0.063949 0.517674 -7.190906 -1.8 0.8 1.3 0.2540
H -0.950570 2.115701 -6.940189 0.1 -2.5 0.7 0.2604
H -0.556970 -2.610456 -4.550287 0.0 1.2 -0.9 0.5092
C 1.320131 -1.721782 1.404824 -0.3 0.0 -0.2 -0.6503
C 1.801641 -0.551530 2.250633 0.0 0.1 0.0 -0.2064
N 0.709544 0.502210 2.560423 -0.2 0.4 -0.5 -0.2195
C 0.194222 1.066308 1.210857 0.0 -0.3 0.9 -0.4069
C 1.340835 1.720398 3.280989 0.0 -0.3 -0.2 -0.2049
C 1.920358 1.465619 4.657093 -0.1 0.0 0.5 -0.6428
C -0.536756 -0.076982 3.298587 0.7 0.0 -0.1 -0.2296
C -0.289745 -0.864360 4.593209 0.2 -0.2 -0.1 -0.0894
O 0.506579 -2.019286 4.364528 -0.3 0.4 0.0 -0.5615
C 1.216762 -2.447373 5.521231 0.2 -0.1 -0.1 -0.2539
H 1.046395 -1.409400 0.394421 0.0 0.0 0.1 0.2335
H 2.132581 -2.448410 1.298414 -0.1 0.2 0.2 0.2507
H 0.468317 -2.248341 1.843675 0.2 0.1 0.1 0.2334
H 2.603597 -0.024488 1.716090 -0.3 0.2 0.1 0.2167
H 2.222766 -0.899140 3.193697 -0.3 0.1 -0.1 0.2342
H 1.051991 1.422978 0.634274 -0.2 -0.1 0.1 0.2322
H -0.492540 1.892712 1.428559 0.2 -0.2 0.0 0.2275
H -0.338796 0.279819 0.674653 0.2 0.1 0.0 0.2503
H 0.566137 2.493795 3.345355 0.1 -0.3 -0.2 0.2241
H 2.132546 2.092622 2.615947 -0.3 -0.3 0.0 0.2254
H 1.144059 1.511992 5.426140 0.2 -0.1 -0.1 0.2201
H 2.626229 2.262472 4.907268 -0.1 -0.1 -0.2 0.2542
H 2.460122 0.519727 4.743557 -0.1 0.1 0.0 0.2235
H -1.034571 -0.730710 2.578693 0.1 0.2 0.0 0.2367
H -1.194040 0.781570 3.499317 0.2 -0.2 0.0 0.2336
H -1.259564 -1.205571 4.975895 -0.2 0.3 -0.2 0.2102
H 0.141625 -0.234244 5.372188 0.1 0.0 -0.1 0.1874
H 0.723357 -2.143467 6.448446 0.0 0.0 -0.1 0.1851
H 2.233259 -2.032904 5.488122 -0.1 0.0 0.2 0.1709
H 1.285158 -3.536540 5.503060 0.0 0.1 -0.1 0.2121
```
Positions in Å, forces in eV/Å.

Its charge is +1. As for the multiplicity: 1. The value obtained for the HOMO-LUMO gap is 0.290 Ha.

DFT (wB97M-V/def2-TZVPD) results for the molecule CH3N2OP.

```
8
Properties=species:S:1:pos:R:3:forces:R:3:nbo_charge:R:1
O -2.516442 -1.040432 0.050420 -0.6 -2.2 0.1 -1.0326
P -1.989888 0.299080 0.030287 0.5 2.6 -0.2 1.4139
N -0.376475 0.290601 -0.360207 -0.4 -1.9 1.4 -0.6549
C 0.913938 -0.382004 0.002387 -1.9 -0.6 1.1 -0.0761
N 0.774991 1.022925 -0.312124 2.6 1.6 0.3 -0.4199
H 1.211893 -0.904577 -0.852052 1.0 -0.9 -0.9 0.1944
H 1.041048 -1.003832 1.007036 -0.4 2.2 -1.9 0.2171
H 0.940932 1.718237 0.434251 -0.7 -0.8 0.0 0.3582
```
Positions in Å, forces in eV/Å.

Its SMILES is O=PN1CN1. As for the multiplicity: 1. The value obtained for the HOMO-LUMO gap is 0.347 Ha.

DFT (wB97M-V/def2-TZVPD) results for the molecule C4H7NO.

```
13
Properties=species:S:1:pos:R:3:forces:R:3:nbo_charge:R:1
C 2.135025 -0.179116 0.171076 0.0 0.0 0.0 -0.6689
C 0.668143 0.049706 0.044352 0.2 0.3 0.0 0.5490
N 0.088908 1.165343 -0.127427 0.2 -0.4 0.1 -0.4808
C -1.345013 0.881724 -0.197194 -0.3 0.0 0.0 -0.2755
C -1.454689 -0.650637 -0.026545 -0.2 0.0 0.0 -0.0967
O -0.090885 -1.076895 0.123298 0.1 0.0 0.0 -0.5003
H 2.361480 -0.650765 1.131757 -0.1 0.1 -0.1 0.2328
H 2.663052 0.771210 0.095886 -0.1 -0.1 0.0 0.2397
H 2.478441 -0.854711 -0.617820 -0.1 0.1 0.1 0.2328
H -1.871957 1.428878 0.592080 0.1 -0.1 -0.1 0.1991
H -1.744500 1.225135 -1.157638 0.1 -0.1 0.1 0.1992
H -1.878436 -1.157440 -0.898400 0.1 0.1 0.1 0.1847
H -2.009564 -0.952434 0.866574 0.1 0.1 -0.1 0.1849
```
Positions in Å, forces in eV/Å.

Its SMILES is CC1=NCCO1. As for the multiplicity: 1. The value obtained for the HOMO-LUMO gap is 0.383 Ha.

Sequential energy above the lowest of the compared OMol25 structures with the same formula, charge and spin output: 480.0, 265.3, 78.3 kJ/mol
Sequential lowest unoccupied orbital energy output: -3.58, 0.20, 1.03 eV
Sequential maximum force output: 9.53, 3.07, 0.42 eV/A